{"formula": "C53H73BCsGeN7O3S2", "method": "ωB97M-V/def2-TZVPD", "lumo_energy_ha": 0.1154, "charge": -2, "homo_energy_ev": -1.240, "multiplicity": 1, "e_tot_ev": -152134.710, "species": ["Cs", "C", "N", "C", "C", "N", "C", "C", "C", "C", "C", "C", "C", "S", "C", "C", "C", "C", "C", "C", "S", "H", "H", "H", "H", "H", "H", "H", "H", "H", "H", "H", "H", "H", "H", "H", "H", "H", "H", "C", "C", "C", "N", "H", "H", "H", "H", "H", "C", "C", "C", "C", "C", "C", "C", "C", "O", "B", "O", "C", "C", "H", "H", "H", "H", "H", "H", "H", "H", "H", "H", "H", "H", "N", "C", "C", "C", "C", "C", "C", "C", "N", "C", "C", "N", "C", "H", "H", "H", "H", "H", "H", "H", "C", "C", "C", "C", "C", "N", "H", "H", "H", "H", "H", "H", "H", "H", "H", "C", "C", "C", "C", "Ge", "C", "C", "C", "C", "H", "H", "H", "H", "H", "H", "H", "H", "H", "H", "H", "H", "H", "H", "H", "H", "H", "H", "H", "C", "O", "H", "H", "H"], "positions_angstrom": [[1.2957, 0.4869, 1.5304], [0.3195, 4.1789, 3.4599], [-0.4926, 3.3043, 2.6222], [-0.8417, 4.0025, 1.3933], [-1.4628, 3.0984, 0.3321], [-0.5142, 2.6920, -0.6941], [-1.0183, 1.5486, -1.4252], [-0.1097, 3.7664, -1.5716], [-1.0515, 4.2879, -2.4550], [-0.7452, 5.2953, -3.3568], [0.5547, 5.7944, -3.3543], [1.4923, 5.2916, -2.4761], [1.2166, 4.2591, -1.5495], [2.4750, 3.6768, -0.4984], [-1.5436, 2.6461, 3.3206], [-2.8785, 2.9136, 3.0140], [-3.9367, 2.2713, 3.6463], [-3.6544, 1.3483, 4.6401], [-2.3365, 1.0753, 4.9636], [-1.2425, 1.6788, 4.3243], [0.3769, 1.2175, 4.8145], [-0.2374, 5.0968, 3.7173], [1.2163, 4.4592, 2.9041], [0.6127, 3.6573, 4.3672], [0.0916, 4.4015, 0.9899], [-1.4978, 4.8680, 1.5999], [-2.3392, 3.6062, -0.1178], [-1.8390, 2.1892, 0.8013], [-1.9665, 1.7518, -1.9590], [-1.1935, 0.7315, -0.7212], [-0.2829, 1.2241, -2.1571], [-2.0582, 3.8814, -2.4360], [-1.4965, 5.6812, -4.0358], [0.8384, 6.5848, -4.0421], [2.5005, 5.6892, -2.4736], [-3.1020, 3.6522, 2.2542], [-4.9584, 2.5073, 3.3691], [-4.4570, 0.8307, 5.1561], [-2.1067, 0.3488, 5.7350], [2.9028, 1.7843, -4.1807], [3.5111, 1.3208, -2.8567], [2.5191, 0.6215, -2.0483], [1.7456, 0.0446, -1.4276], [3.6587, 2.2898, -4.7824], [2.0927, 2.4889, -3.9871], [2.5078, 0.9426, -4.7507], [3.8227, 2.1840, -2.2621], [4.3626, 0.6535, -3.0004], [-2.4383, 0.7608, -7.8395], [-1.8270, 1.5212, -6.6547], [-0.4489, 2.0522, -7.0617], [-2.7113, 2.7317, -6.3296], [-1.7268, 0.5752, -5.4542], [-2.8312, 0.3599, -4.6325], [-2.7833, -0.4785, -3.5162], [-1.5875, -1.0903, -3.2453], [-1.2494, -1.8840, -2.1863], [0.1066, -2.1991, -2.3961], [0.5592, -1.6715, -3.6172], [-0.4938, -0.9365, -4.0860], [-0.5348, -0.1148, -5.1866], [-2.5128, 1.4114, -8.7156], [-3.4386, 0.4008, -7.5910], [-1.8271, -0.1044, -8.1042], [-0.5636, 2.8109, -7.8390], [0.1897, 1.2662, -7.4681], [0.0659, 2.5082, -6.2142], [-2.6833, 3.4378, -7.1629], [-2.3609, 3.2454, -5.4327], [-3.7533, 2.4490, -6.1773], [-3.7602, 0.8727, -4.8411], [-3.6427, -0.6201, -2.8741], [0.3509, 0.0069, -5.7918], [-10.5433, 0.9905, -1.7933], [-9.5223, 0.7610, -1.3149], [-8.2511, 0.4703, -0.7099], [-8.1982, -0.0686, 0.5734], [-6.9793, -0.3513, 1.1570], [-5.7915, -0.1103, 0.4627], [-5.8492, 0.4363, -0.8222], [-7.0680, 0.7263, -1.4009], [-4.5621, -0.4071, 1.0524], [-4.3285, -1.1518, 2.2023], [-2.9873, -1.1439, 2.3870], [-2.3693, -0.4174, 1.3930], [-3.3219, -0.0041, 0.6152], [-9.1135, -0.2580, 1.1171], [-6.9488, -0.7444, 2.1616], [-4.9424, 0.6327, -1.3751], [-7.1033, 1.1488, -2.3957], [-5.1202, -1.6055, 2.7678], [-2.4093, -1.6027, 3.1699], [-3.1946, 0.6237, -0.2496], [1.6751, -2.0649, 6.0713], [0.5895, -3.0776, 5.7033], [-0.6391, -2.9000, 6.6002], [1.1463, -4.5040, 5.8119], [0.1657, -2.8819, 4.3038], [-0.1970, -2.8029, 3.2175], [1.9888, -2.2543, 7.1010], [1.3237, -1.0361, 5.9655], [2.5397, -2.1783, 5.4141], [-0.3450, -3.0563, 7.6402], [-1.4215, -3.6171, 6.3457], [-1.0401, -1.8910, 6.5021], [1.4506, -4.6876, 6.8447], [2.0133, -4.6258, 5.1612], [0.3973, -5.2461, 5.5289], [6.5588, -3.3092, 3.7960], [5.3476, -4.1457, 4.1900], [4.3849, -4.4555, 3.0381], [3.4192, -3.3201, 2.6660], [3.7801, -1.8252, 1.2845], [4.3730, -3.0312, -0.2671], [5.8504, -3.4027, -0.3828], [6.7277, -2.2158, -0.7656], [8.2173, -2.5284, -0.6988], [7.1840, -3.0778, 4.6637], [6.2562, -2.3764, 3.3240], [7.1762, -3.8489, 3.0716], [4.7904, -3.6270, 4.9798], [5.6956, -5.0880, 4.6319], [3.8101, -5.3484, 3.3278], [4.9707, -4.7591, 2.1625], [3.0866, -2.8183, 3.5866], [2.5059, -3.7755, 2.2614], [5.2553, -1.4123, 1.7620], [4.0523, -2.5602, -1.2044], [3.7629, -3.9395, -0.1796], [6.0077, -4.1917, -1.1376], [6.2134, -3.8122, 0.5669], [6.4941, -1.3802, -0.1025], [6.4631, -1.8960, -1.7807], [8.4918, -2.8665, 0.3038], [8.8309, -1.6549, -0.9332], [8.4907, -3.3243, -1.3985], [0.3533, -3.3674, -0.3233], [0.8564, -2.9483, -1.5937], [-0.6928, -3.0905, -0.1895], [0.9315, -2.8907, 0.4624], [0.4642, -4.4487, -0.2493]], "lowdin_charge": [0.51, -0.10, -0.17, -0.19, -0.19, -0.16, -0.11, -0.28, -0.06, -0.14, -0.14, -0.16, -0.68, 0.46, -0.27, -0.06, -0.13, -0.15, -0.17, -0.66, 0.41, 0.09, 0.08, 0.01, 0.09, 0.12, 0.12, 0.08, 0.08, 0.06, 0.08, 0.10, 0.08, 0.08, 0.08, 0.09, 0.08, 0.09, 0.07, -0.08, -0.22, -0.22, 0.13, 0.07, 0.07, 0.06, 0.05, 0.11, -0.05, -0.56, -0.06, -0.06, -0.17, -0.04, 0.00, -0.21, 0.21, -0.75, 0.22, -0.19, 0.07, 0.08, 0.08, 0.08, 0.08, 0.08, 0.09, 0.08, 0.08, 0.07, 0.10, 0.11, 0.11, 0.13, -0.20, -0.25, -0.03, 0.00, -0.16, 0.01, -0.02, -0.01, -0.05, -0.12, 0.12, -0.15, 0.12, 0.10, 0.10, 0.12, 0.10, 0.08, 0.10, -0.05, -0.58, -0.04, -0.04, -0.17, 0.21, 0.09, 0.01, 0.07, 0.08, 0.08, 0.08, 0.08, 0.08, 0.09, -0.13, -0.29, -0.30, -0.43, 0.68, -0.43, -0.34, -0.31, -0.13, 0.06, 0.02, 0.06, 0.09, 0.09, 0.08, 0.08, 0.00, 0.02, -0.13, 0.03, 0.04, 0.10, 0.07, 0.07, 0.10, 0.06, 0.06, 0.06, -0.03, 0.10, 0.09, 0.05, 0.09]}